Molecular formula: CClF3O2S
Method: DFT, ωB97M-V with the def2-TZVPD basis set

For the largest force on an atom, the calculation gives 0.056 hartree/bohr. The molar mass comes out at 168.52 g/mol. The SMILES is O=S(=O)(Cl)C(F)(F)F. The frontier orbital gap comes out at 11.643 eV. The value obtained for the energy above the lowest of the compared OMol25 structures with the same formula, charge and spin is 0.371 eV. The net charge is 0.

Each line ends with the Mulliken charge.
Atoms and positions in Å:
O 0.900 -1.511 -0.665  -0.466
F -1.545 0.414 -0.929  -0.166
S 0.534 -0.687 0.408  0.922
F -0.335 1.827 0.381  -0.169
F 0.414 1.021 -1.492  -0.188
C -0.365 0.830 -0.468  0.710
Cl -1.053 -1.665 1.335  -0.158
O 1.448 -0.229 1.430  -0.486

***

Molecular formula: C3H3F3O2
Method: DFT, ωB97M-V with the def2-TZVPD basis set

For the largest force on an atom, the calculation gives 0.091 hartree/bohr. The molar mass comes out at 128.05 g/mol. The SMILES is O=C(C(F)F)[C@@H](O)F. The frontier orbital gap comes out at 10.362 eV. The value obtained for the energy above the lowest of the compared OMol25 structures with the same formula, charge and spin is 0.690 eV. The net charge is 0.

Each line ends with the Mulliken charge.
Atoms and positions in Å:
C -0.252 -0.678 -0.169  0.262
H 2.708 -0.783 0.051  0.325
F -2.690 -0.359 -0.019  -0.240
O 1.967 -0.633 0.677  -0.467
H 0.539 0.774 1.147  0.136
F -1.409 1.262 0.586  -0.243
C -1.506 0.228 -0.268  0.357
F 1.585 1.167 -0.528  -0.286
H -1.720 0.696 -1.386  0.158
C 1.014 0.171 0.202  0.443
O -0.237 -1.844 -0.291  -0.444

***

Molecular formula: C19H40BrN4O5
Method: DFT, ωB97M-V with the def2-TZVPD basis set

For the largest force on an atom, the calculation gives 0.029 hartree/bohr. The molar mass comes out at 484.46 g/mol. The frontier orbital gap comes out at 8.571 eV. The net charge is +1.

Each line ends with the Mulliken charge.
Atoms and positions in Å:
C -4.424 -2.871 6.172  0.862
H -2.703 -1.372 3.674  0.282
H 4.884 -0.267 -3.850  0.309
H 0.891 3.975 -2.781  0.201
H 0.447 -3.376 2.915  0.325
C -0.054 3.023 -0.698  -0.739
O 0.196 -0.892 2.724  -0.592
H -0.774 -2.292 -3.554  0.371
H 1.144 4.655 0.045  0.325
C 4.701 -0.273 -2.784  -0.514
H -0.531 3.009 -1.673  0.198
N 1.309 4.568 -2.079  -0.342
N 3.409 5.424 -1.433  -0.552
N 3.065 4.793 -3.642  -0.779
H 0.834 1.616 0.606  0.444
O 0.499 -1.787 -1.639  -0.491
C -0.597 -1.565 3.352  0.915
C 1.867 -2.145 -1.863  -0.549
H 2.059 3.318 -0.573  0.139
H 1.157 1.341 -1.115  0.254
H 4.658 1.429 -1.448  0.162
H -1.714 -1.159 5.129  0.410
H -2.201 1.819 -3.854  0.392
C 2.841 -1.044 -1.474  -0.639
H 2.323 -0.360 -0.806  0.222
H -5.908 -1.428 6.691  0.311
H -1.315 -3.560 3.050  0.320
O -3.515 -2.106 6.400  -0.532
H 4.147 5.929 -1.910  0.344
C -1.773 -0.953 4.062  -1.162
H 6.265 0.802 -1.744  0.319
H -4.586 -4.996 6.411  0.380
H 5.470 1.727 -2.981  0.326
H 3.835 4.667 -0.910  0.225
C -2.044 0.429 -2.534  0.068
H 2.063 -3.005 -1.240  0.467
C -0.734 0.591 -0.324  -0.998
H -0.575 -0.182 0.412  0.265
H -6.348 -3.101 7.087  0.344
H -1.501 -0.981 -1.318  0.414
H 2.044 -2.456 -2.890  0.258
C -2.143 -0.692 -3.568  -0.600
H -6.398 -2.544 5.401  0.321
Br -3.445 -2.024 -2.972  -0.069
O -1.558 1.584 -3.168  -0.487
H -1.773 0.124 3.906  0.315
H -0.755 3.373 0.046  0.445
C 5.305 0.997 -2.200  -0.882
C 0.081 -0.727 -2.431  -0.243
H -4.634 -4.441 4.725  0.310
H 5.205 -1.155 -2.402  0.451
H -2.529 -0.338 -4.506  0.594
H 2.347 4.443 -4.274  0.200
C -0.438 -3.060 3.464  -1.166
H -0.329 -3.344 4.511  0.356
O 3.294 -0.338 -2.607  -0.314
H -1.644 1.105 -0.045  0.601
H -3.098 -4.450 5.616  0.230
C 0.400 1.591 -0.385  -0.436
C -5.864 -2.459 6.349  -1.151
C 1.178 3.931 -0.759  -0.307
H -0.258 -0.993 -4.637  0.313
C -4.169 -4.282 5.700  -1.071
C 2.606 4.897 -2.463  0.616
H -2.939 0.683 -1.979  0.337
H 0.835 -0.010 -2.730  0.688
C -0.700 -1.218 -3.681  -0.763
H 3.648 -1.478 -0.895  0.676
N -1.035 -0.116 -1.631  0.071

***

Molecular formula: C34H69AsCsN7O17P2S4Si3
Method: DFT, ωB97M-V with the def2-TZVPD basis set

For the largest force on an atom, the calculation gives 0.016 hartree/bohr. The molar mass comes out at 1330.26 g/mol. The frontier orbital gap comes out at 6.835 eV. The value obtained for the energy above the lowest of the compared OMol25 structures with the same formula, charge and spin is 0.854 eV. The net charge is -2.

Each line ends with the Mulliken charge.
Atoms and positions in Å:
H -2.308 -2.378 6.339  0.279
C -1.639 -0.481 -6.411  0.078
H 1.162 2.189 5.686  0.425
O 0.039 -1.656 -3.401  -0.008
C 0.721 -0.873 5.201  -0.802
H 3.636 3.860 -3.122  0.549
As -1.995 0.147 3.443  0.508
O -2.857 1.038 -4.630  -0.702
H 1.638 -3.516 -1.971  0.255
H 4.963 -1.477 1.430  0.694
N 1.159 -3.487 -5.386  0.961
C -5.616 -0.125 -2.870  -0.825
C 7.734 -0.544 0.016  -1.119
H 1.102 -1.015 4.188  -0.078
S 3.353 0.175 -2.728  -0.204
C 0.256 2.149 5.074  -0.915
N -2.209 0.105 -4.184  1.144
C -1.351 -0.647 -5.085  -0.590
C 3.244 0.754 2.959  -0.405
Si -3.660 1.756 3.796  0.292
H 7.267 0.333 0.462  0.249
H -5.134 0.742 2.047  0.218
Si -2.882 -1.953 3.937  0.535
C 0.186 -2.439 -5.652  -0.662
H -2.077 3.493 3.065  0.046
H 1.799 -4.451 -0.463  0.212
O 2.300 -2.442 -0.342  -0.027
H -3.909 -1.643 6.201  0.253
N -5.152 0.662 -1.743  0.029
H 3.565 2.857 3.134  0.583
C -4.937 2.091 -1.970  -0.581
H 3.070 5.464 -0.736  0.498
H 7.843 -2.577 -1.786  0.341
C -4.506 -2.134 3.022  -0.857
H 3.553 -2.465 -1.980  0.526
H 1.564 -0.610 5.846  0.419
C 2.342 4.287 0.906  -1.299
C 5.663 -0.993 -1.154  -2.171
H 8.440 -0.959 0.739  0.365
N -3.759 -0.412 -0.003  -0.140
H -2.631 4.471 -1.811  0.453
H -2.318 3.585 4.827  0.261
C 1.519 -3.473 -0.882  -0.632
H -4.869 -3.164 3.059  0.406
C -4.400 0.077 -0.830  0.207
H -1.412 -5.688 -2.141  0.418
C -1.015 -1.278 -7.367  -0.989
H -2.489 -3.338 -2.310  0.415
H -2.227 -0.204 7.037  0.286
C 2.879 1.900 -2.795  0.541
O 0.822 4.493 -3.489  -0.782
H -4.255 2.152 1.467  -0.427
H 2.457 0.791 3.713  -0.382
O -1.049 5.164 0.827  -0.873
C -0.332 -1.586 -4.561  0.780
H 4.900 2.622 -3.044  0.428
O 3.473 0.063 -1.051  0.448
N 6.725 -1.530 -0.304  0.373
O -1.749 4.164 -3.429  -0.766
H -4.330 2.240 -2.866  0.072
N -0.882 -3.963 -1.136  0.318
H -0.402 2.953 5.402  0.398
H -5.680 2.369 2.509  0.474
H -6.591 0.252 -3.189  0.317
C -2.813 3.416 3.869  -0.894
H -2.940 -4.231 -0.839  0.384
H 2.069 4.110 -1.215  -0.824
H -0.640 0.129 7.730  0.361
H 4.232 -3.165 -0.491  0.151
H -0.117 -4.775 -2.938  0.151
H 1.402 4.842 0.981  0.320
C 7.311 -2.741 -0.831  -0.999
H -2.105 -3.829 2.505  0.363
O -2.302 -0.279 -3.037  -0.324
H -2.375 0.251 -6.707  0.765
C 3.957 2.954 -2.607  -0.924
H 0.335 -2.900 -7.718  0.672
H 0.522 2.363 4.038  -0.019
C -3.223 -2.360 5.747  -1.180
O -0.248 2.187 -3.133  0.100
H -4.921 -0.061 -3.711  0.148
N -1.342 -1.116 -8.758  1.068
H 0.218 -5.721 -1.475  0.288
C 2.853 4.415 -0.523  0.780
H 8.024 -3.151 -0.113  0.342
H 3.045 4.706 1.631  0.508
P -0.260 3.668 -2.901  -0.015
O -0.363 4.074 -1.338  0.329
H -5.723 -1.165 -2.568  0.344
C 4.235 -1.023 -0.541  2.381
O -2.810 4.380 -0.861  -0.607
H 4.168 0.464 3.468  0.558
P -1.428 4.044 -0.068  -0.504
H 5.859 0.055 -1.394  0.709
H 4.294 2.172 1.679  0.383
H 0.327 -1.832 5.544  0.332
O -2.137 -0.239 -9.069  -0.676
H -5.903 2.587 -2.090  0.322
H 6.537 -3.490 -1.001  0.237
H -0.785 -2.726 2.818  -0.045
O -0.813 -1.862 -9.572  -0.682
H -5.514 2.197 5.377  0.383
C 3.587 -2.361 -0.886  -1.261
H 4.812 0.237 1.030  0.056
S 1.938 2.590 1.394  0.483
H -4.405 2.526 -1.126  0.198
C -0.518 -5.088 -1.972  -0.897
C -1.643 -3.215 3.280  -0.897
H -5.277 -1.489 3.449  0.213
H -1.282 -3.880 4.068  0.432
H -2.130 3.396 -3.874  0.311
C -4.677 1.494 5.362  -1.010
O 1.639 -4.089 -6.340  -0.711
C -2.249 -3.491 -1.252  -1.101
Cs -0.477 0.488 -0.938  -0.731
C -4.803 1.744 2.318  -0.357
H -4.366 -1.845 1.978  0.073
Si -0.581 0.480 5.260  0.395
S 2.742 -0.579 1.836  0.441
H 2.050 2.034 -2.104  -0.843
C 3.415 2.132 2.328  -1.127
H -3.680 -3.351 5.814  0.377
H 2.424 2.006 -3.783  0.385
H -2.402 -2.538 -0.750  0.238
O 1.465 -3.740 -4.233  -0.652
C -1.366 0.457 6.980  -1.188
O -0.230 -2.187 0.091  -0.060
H 8.304 -0.216 -0.870  0.354
H -1.692 1.462 7.258  0.342
H -3.536 4.222 3.725  0.372
O -1.523 2.668 0.502  0.766
C -0.124 -2.264 -6.977  -0.108
H 5.655 -1.527 -2.111  0.493
H -5.089 0.483 5.403  0.206
C 4.325 -0.736 0.953  -2.012
C 0.060 -3.153 -0.583  0.350
H -4.084 1.656 6.263  0.222
S 4.338 3.422 -0.892  -0.259

***

Molecular formula: C34H30CdCl3GeN2O2P2
Method: DFT, ωB97M-V with the def2-TZVPD basis set

For the largest force on an atom, the calculation gives 0.016 hartree/bohr. The molar mass comes out at 851.96 g/mol. The frontier orbital gap (spin up / spin down) comes out at 7.560 / 5.116 eV. The value obtained for the energy above the lowest of the compared OMol25 structures with the same formula, charge and spin is 0.080 eV. Its spin multiplicity is 2. The net charge is 0.

Each line ends with the Mulliken spin population.
Atoms and positions in Å:
O -2.572 1.782 1.358  0.007
C 2.623 -4.876 3.410  0.000
C -1.036 0.029 -3.354  -0.001
C 2.473 -0.951 -4.350  0.007
H -1.640 -2.708 -3.162  0.000
H 0.187 0.916 -4.884  -0.001
P 0.678 -0.889 2.231  -0.004
C 2.789 -1.944 -6.514  0.000
H 4.243 -0.709 -5.532  0.000
C 1.481 2.375 5.361  0.000
C -1.103 -1.339 2.258  -0.002
N -0.844 -1.847 -0.145  0.000
C -2.057 -3.401 0.948  0.000
Cl 3.401 -0.138 -0.600  0.072
H 1.907 -2.985 0.699  0.002
C -1.357 -2.215 1.064  -0.001
H -0.994 1.201 3.379  0.000
H -4.129 1.111 -2.484  0.000
C 1.526 -2.519 -6.435  0.000
C -3.183 1.074 -3.009  -0.002
H -0.144 -3.551 -2.769  0.000
H 1.679 3.169 6.068  0.000
C -1.972 -3.777 -0.418  0.000
H 1.157 -3.132 -7.247  0.000
C 2.538 -4.497 2.079  -0.001
C 2.223 0.440 4.144  0.003
C -0.120 2.380 -0.860  0.010
C -0.781 -2.708 -2.484  0.001
C 1.207 -1.521 -4.265  -0.007
H -2.407 -4.650 -0.880  0.000
C 2.146 -4.033 4.405  0.000
C -2.904 1.988 -4.017  0.001
H 3.059 -5.831 3.674  0.000
H 2.207 -4.328 5.444  0.000
C -0.023 1.257 3.852  0.003
H 3.404 -2.112 -7.388  0.000
C -0.887 3.622 -1.215  -0.001
P 0.201 -1.187 -2.796  0.000
H 1.206 -2.161 4.847  0.000
H -2.568 -3.926 1.739  0.000
H 2.900 -5.155 1.301  0.000
C -1.876 2.216 0.475  0.000
H -0.543 2.989 4.993  0.000
O 0.987 2.053 -1.406  0.011
H -3.633 2.742 -4.283  0.000
Cl 4.465 2.820 0.939  0.172
C 1.984 -3.271 1.742  0.002
C -1.216 -2.803 -1.043  0.000
N -0.678 1.624 0.049  0.018
C -1.690 1.927 -4.686  0.000
H -0.279 4.498 -0.985  0.002
C 1.583 -2.813 4.068  0.001
H -1.082 3.628 -2.286  -0.001
H -0.252 -2.747 -5.269  0.000
H -1.701 -0.425 2.214  0.000
C 0.736 -2.306 -5.318  0.001
Cd 0.717 -0.250 -0.332  0.062
H 3.449 1.535 5.511  0.000
C 0.969 0.323 3.545  -0.006
H -3.043 3.333 -0.923  0.000
H -1.467 2.635 -5.474  0.000
C 1.504 -2.421 2.733  0.001
C 3.261 -1.158 -5.475  -0.001
C 0.235 2.274 4.759  -0.002
C -2.133 3.482 -0.343  0.000
H -1.329 -1.864 3.189  0.001
Ge 3.096 2.109 -0.618  0.571
C -2.254 0.101 -2.674  0.003
H 2.845 -0.343 -3.534  -0.003
H -2.304 4.319 0.333  0.001
Cl 3.957 2.693 -2.495  0.082
H -2.471 -0.602 -1.876  0.000
C 2.474 1.457 5.050  -0.001
C -0.757 0.955 -4.354  0.001
H 3.007 -0.267 3.902  0.001

***

Molecular formula: C47H38AsNO2STeV
Method: DFT, ωB97M-V with the def2-TZVPD basis set

For the largest force on an atom, the calculation gives 0.076 hartree/bohr. The molar mass comes out at 934.36 g/mol. The frontier orbital gap (spin up / spin down) comes out at 4.073 / 4.089 eV. Its spin multiplicity is 3. The net charge is +1.

Each line ends with the Mulliken spin population.
Atoms and positions in Å:
H 2.439 1.881 0.558  0.006
C 0.358 -3.992 0.765  -0.038
C 0.084 4.953 2.082  -0.009
H -0.529 5.629 1.443  0.000
C 0.586 2.674 2.764  0.001
C -0.907 -2.181 -0.264  0.005
H 6.738 -2.795 -5.022  0.000
C -2.148 -0.266 -1.175  0.003
C 3.968 3.261 -2.199  -0.001
C -1.448 -3.856 -1.943  -0.009
H -2.641 0.209 4.241  0.002
C 6.244 -2.686 -4.076  0.000
H -3.320 7.369 -2.013  0.000
C -3.212 -3.314 -0.448  -0.015
H -4.352 5.086 -1.957  0.000
C -2.628 4.140 -1.204  0.008
C 6.265 -1.960 -1.786  0.000
H 0.326 -6.102 2.473  0.001
C -5.862 -1.474 2.881  0.002
C 1.558 3.561 -2.207  -0.002
H -3.451 -1.900 5.250  0.000
H -3.092 3.153 -1.013  -0.007
C 1.231 3.229 3.868  -0.001
H 4.384 -3.357 -4.838  0.000
H 2.027 -6.370 2.700  0.000
H 1.198 -5.142 3.540  0.003
C 1.302 4.617 4.054  -0.001
C -3.329 5.231 -1.675  -0.001
C 4.922 -2.986 -3.993  0.000
H 3.684 -4.573 1.370  -0.001
O 1.749 -1.064 -0.652  0.047
H 7.964 -1.839 -3.030  0.000
C 2.777 -4.091 0.962  0.006
H -5.291 -3.133 4.164  0.000
C 4.877 -2.370 -1.673  -0.001
C -1.420 6.649 -1.327  0.001
H 5.007 3.394 -2.582  0.000
Te -3.186 1.844 1.679  -0.024
H 1.701 2.515 4.548  0.001
H 0.911 6.531 3.306  0.000
H 4.771 2.386 -0.419  0.000
C 0.809 5.476 3.136  0.001
C 0.412 -2.825 0.066  0.018
H -6.089 0.369 1.625  0.001
C -3.265 0.395 -0.430  0.012
C 1.480 -4.558 1.417  0.045
H -0.645 -4.413 0.931  -0.003
C -3.588 -4.921 -2.201  -0.002
C 1.394 2.912 -0.959  0.006
C 4.327 -2.498 -0.211  -0.002
H -1.481 0.376 -1.789  -0.019
S 0.398 0.869 2.544  -0.110
C -5.482 -0.201 2.386  -0.001
V -1.104 0.673 0.978  2.165
C -4.237 0.314 2.809  0.022
H -4.169 -5.700 -2.646  0.000
C 2.574 2.412 -0.360  0.000
H 3.188 -3.077 -2.747  0.000
C 2.834 3.730 -2.823  0.002
C -2.306 -4.590 -2.695  0.002
O 5.091 -2.081 0.659  0.002
H -2.599 -0.992 -1.858  0.010
H 2.920 4.407 -3.637  0.000
H 0.637 3.895 -2.723  0.000
H 0.401 5.665 -0.519  -0.001
C 6.913 -2.139 -2.976  0.000
C 0.073 3.575 1.816  0.030
H -3.857 -0.322 0.095  0.001
C -4.038 -4.234 -1.103  0.004
C 1.285 -5.578 2.530  -0.005
C -0.655 5.557 -0.950  0.001
H -3.885 1.040 -1.025  0.001
C -2.742 6.499 -1.684  0.000
C 4.219 -2.812 -2.778  0.002
C -3.500 -0.328 3.833  0.003
H 6.735 -1.540 -0.881  0.000
H 1.799 5.050 4.917  0.000
C -3.965 -1.493 4.358  0.003
H -6.807 -1.867 2.499  0.000
H -3.562 -2.701 0.395  0.000
H -1.993 -4.944 -3.681  0.000
H -0.379 -3.822 -2.224  0.002
C 3.843 2.649 -0.940  -0.001
C -5.102 -2.119 3.831  0.000
H -0.965 7.653 -1.376  0.000
C 2.951 -3.087 0.065  0.008
As -0.338 2.785 0.041  -0.091
C -1.884 -3.071 -0.909  -0.023
H -5.069 -4.339 -0.786  0.000
N -1.301 -0.941 -0.139  -0.089
C 1.735 -2.281 -0.221  0.028
C -1.264 4.309 -0.817  0.003

***

Molecular formula: C3H7NO
Method: DFT, ωB97M-V with the def2-TZVPD basis set

For the largest force on an atom, the calculation gives 0.008 hartree/bohr. The molar mass comes out at 73.09 g/mol. The SMILES is CNC(C)=O. The frontier orbital gap comes out at 10.578 eV. The value obtained for the energy above the lowest of the compared OMol25 structures with the same formula, charge and spin is 0.261 eV. The net charge is 0.

Each line ends with the Mulliken charge.
Atoms and positions in Å:
C -0.486 1.122 -1.441  -0.927
H 1.298 -0.664 1.762  0.323
C 0.373 -1.162 1.470  -0.836
H -0.312 2.200 -1.451  0.278
O 1.611 0.782 -0.287  -0.626
H -0.272 0.733 -2.440  0.233
N -0.190 -0.480 0.326  -0.193
H -0.338 -1.113 2.301  0.301
H 0.588 -2.217 1.260  0.256
C 0.438 0.476 -0.418  0.683
H -1.543 0.939 -1.220  0.306
H -1.167 -0.618 0.137  0.202